Computed, not measured: a structure of composition C37H57N6SSi2Yb, with ωB97M-V/def2-TZVPD.

```
104
Properties=species:S:1:pos:R:3
Yb 0.127 -0.689 -0.556
C 0.218 0.599 4.863
C -0.448 -0.649 4.976
C -1.253 -0.989 3.932
C -1.305 -0.281 2.712
N -0.328 0.796 2.441
C 0.180 1.299 3.721
C -2.286 -0.672 1.768
C -3.560 -1.069 2.272
C -4.565 -1.436 1.429
C -4.307 -1.452 0.050
C -3.054 -1.086 -0.400
N -2.041 -0.701 0.413
C -2.799 -1.243 -1.846
C -3.818 -1.040 -2.777
C -3.621 -1.405 -4.094
C -2.432 -2.032 -4.434
C -1.461 -2.165 -3.460
N -1.601 -1.730 -2.207
H 0.711 1.023 5.724
H -0.387 -1.239 5.873
H -1.882 -1.864 4.005
H 0.619 2.272 3.657
H -3.739 -1.002 3.333
H -5.546 -1.693 1.799
H -5.065 -1.781 -0.637
H -4.749 -0.598 -2.466
H -4.393 -1.242 -4.830
H -2.256 -2.396 -5.433
H -0.530 -2.664 -3.693
C -1.046 -4.044 0.155
C -0.456 -4.375 1.547
N 0.375 -3.238 1.963
C 1.743 -3.551 2.369
C 2.666 -3.924 1.204
S 2.791 -2.669 -0.154
C 2.208 -3.623 -1.621
C 0.855 -4.286 -1.380
N -0.010 -3.366 -0.638
H -1.405 -4.944 -0.344
H -1.895 -3.368 0.277
H -1.264 -4.581 2.254
H 0.157 -5.276 1.489
H -0.082 -2.722 2.706
H 2.147 -2.667 2.869
H 1.787 -4.393 3.079
H 3.680 -4.040 1.582
H 2.371 -4.859 0.735
H 2.159 -2.869 -2.411
H 2.971 -4.353 -1.886
H 0.391 -4.554 -2.335
H 1.005 -5.227 -0.833
H 0.584 -3.006 0.130
C 3.081 2.342 3.279
Si 2.611 1.012 1.989
C 3.166 1.765 0.305
C 3.844 -0.402 2.340
C 0.872 0.228 1.660
Si -1.319 2.276 1.804
C -0.152 3.789 1.786
C -2.745 2.442 3.046
C -2.048 2.165 0.041
H 4.153 2.518 3.234
H 2.854 2.018 4.289
H 2.594 3.298 3.117
H 4.246 1.721 0.228
H 2.887 2.812 0.229
H 2.742 1.200 -0.529
H 4.862 -0.026 2.347
H 3.800 -1.183 1.587
H 3.671 -0.854 3.311
H 1.014 -0.734 2.185
H -0.082 4.237 2.772
H -0.559 4.555 1.133
H 0.856 3.557 1.458
H -2.433 2.261 4.070
H -3.547 1.744 2.822
H -3.172 3.439 3.009
H -2.313 3.168 -0.282
H -2.971 1.593 0.026
H -1.386 1.741 -0.718
C 1.461 4.833 -3.710
N 1.844 4.038 -2.529
C 2.885 3.066 -2.906
C 0.664 3.380 -1.839
C 0.075 2.293 -2.704
C -0.746 2.720 -3.747
C -1.074 1.869 -4.783
C -0.477 0.621 -4.802
C 0.235 0.174 -3.697
C 0.476 0.936 -2.527
H 2.323 5.382 -4.090
H 0.679 5.547 -3.456
H 1.098 4.166 -4.491
H 2.253 4.684 -1.847
H 2.439 2.294 -3.531
H 3.304 2.600 -2.019
H 3.685 3.555 -3.458
H -0.059 4.172 -1.642
H 1.021 2.961 -0.898
H -1.145 3.726 -3.736
H -1.727 2.193 -5.580
H -0.594 -0.016 -5.666
H 0.692 -0.810 -3.776
```

Values from the calculation:
Kohn-Sham gap (spin up / spin down) (eV): 5.97 / 5.20
Charge: +2
Spin multiplicity: 2
⟨S²⟩: 0.75

---

Computed, not measured: a cluster of 2 separate species, C37H58F7N2O8S2 in total, with ωB97M-V/def2-TZVPD.

```
114
Properties=species:S:1:pos:R:3
C 4.544 0.738 0.645
C 3.766 0.617 1.534
C 2.779 0.388 2.600
S 3.326 1.678 3.826
O 2.506 2.852 3.922
O 3.512 1.126 5.136
C 5.023 2.393 3.402
F 5.977 1.479 3.261
F 5.318 3.027 4.556
C 5.038 3.496 2.295
F 3.905 3.594 1.593
F 6.008 3.149 1.416
C 5.419 4.923 2.779
F 6.661 4.990 3.235
F 4.531 5.425 3.628
F 5.367 5.695 1.669
C 1.359 0.546 1.986
C 0.780 1.981 1.864
C -0.216 2.441 2.944
C -0.797 3.800 2.409
C -2.123 3.623 1.743
O -2.309 3.877 0.579
O -3.109 3.183 2.532
C 1.181 -0.030 0.562
C 1.575 0.850 -0.653
C 1.829 -0.035 -1.894
C 3.299 -0.055 -2.352
C 0.967 0.444 -3.099
C -0.090 -0.592 -3.555
C 0.132 -1.028 -4.981
C 0.202 -2.287 -5.397
C 0.272 -3.483 -4.465
C 0.241 -2.590 -6.873
O 0.351 -0.207 2.754
S 0.613 -0.535 4.284
O -0.449 -1.425 4.652
O 0.683 0.582 5.167
C 2.105 -1.524 4.304
C 2.675 -1.647 5.696
C 3.290 -2.818 6.136
C 3.112 -1.061 3.148
C 4.560 -1.194 3.621
C 2.930 -2.228 2.116
C 3.870 -2.400 0.929
N 3.659 -3.763 0.358
H 5.433 0.692 0.065
H 0.159 2.072 0.976
H 1.549 2.732 1.724
H -1.076 1.788 3.011
H 0.250 2.680 3.886
H -0.126 4.206 1.660
H -0.817 4.539 3.205
H -3.881 3.015 1.979
H 1.614 -1.011 0.404
H 0.105 -0.175 0.484
H 2.363 1.570 -0.476
H 0.697 1.434 -0.918
H 1.521 -1.063 -1.717
H 3.761 0.926 -2.353
H 3.341 -0.504 -3.341
H 3.848 -0.752 -1.718
H 1.601 0.651 -3.957
H 0.443 1.374 -2.884
H -1.076 -0.117 -3.556
H -0.149 -1.463 -2.911
H 0.233 -0.236 -5.712
H 1.240 -3.462 -3.973
H -0.523 -3.418 -3.727
H 0.141 -4.401 -5.027
H 0.590 -1.721 -7.424
H 0.923 -3.413 -7.074
H -0.747 -2.839 -7.255
H 1.728 -2.511 4.087
H 2.576 -0.812 6.384
H 2.759 -3.492 6.796
H 4.312 -3.030 5.843
H 4.812 -0.645 4.521
H 4.711 -2.246 3.851
H 5.290 -0.960 2.854
H 3.105 -3.120 2.720
H 1.885 -2.330 1.830
H 3.557 -1.724 0.142
H 4.923 -2.305 1.163
H 3.187 -4.358 1.029
H 4.568 -4.192 0.250
C -7.193 -0.495 -4.009
C -6.446 -1.351 -2.966
C -7.278 -1.449 -1.678
C -7.310 -0.146 -0.876
C -5.898 0.346 -0.555
C -4.988 0.483 -1.786
N -5.079 -0.769 -2.643
O -4.331 -1.653 -2.194
C -5.375 1.735 -2.604
C -3.554 0.752 -1.340
C -6.325 -2.724 -3.625
H -8.088 -1.021 -4.333
H -7.534 0.465 -3.633
H -6.577 -0.320 -4.891
H -6.872 -2.244 -1.043
H -8.290 -1.751 -1.941
H -7.868 0.619 -1.419
H -7.852 -0.313 0.055
H -5.946 1.312 -0.055
H -5.438 -0.350 0.154
H -4.892 1.735 -3.582
H -5.048 2.631 -2.083
H -6.446 1.852 -2.746
H -3.175 -0.006 -0.655
H -3.502 1.700 -0.809
H -2.878 0.811 -2.194
H -5.703 -2.677 -4.520
H -7.311 -3.070 -3.920
H -5.909 -3.478 -2.958
```

Values from the calculation:
Kohn-Sham gap (eV): 2.36
ΔE to the lowest compared entry with this formula, charge and spin (kcal per mole): 0.00
Charge: +1
Spin multiplicity: 1

---

Computed, not measured: a structure of composition C37H58IrN3O2P2SSi, with ωB97M-V/def2-TZVPD.

```
105
Properties=species:S:1:pos:R:3
Ir 0.301 -0.511 -0.116
C -2.401 -4.084 2.458
C -1.358 -3.461 1.521
C 0.069 -3.925 1.835
P -1.389 -1.643 1.335
C -3.124 -1.112 0.969
C -3.775 -2.000 -0.100
C -4.002 -0.967 2.212
C -0.991 -0.836 2.898
C -0.905 -1.382 4.176
C -0.655 -0.567 5.272
C -0.499 0.802 5.075
C -0.548 1.349 3.801
C -0.766 0.530 2.687
N -0.711 0.958 1.354
C -1.299 2.135 0.934
C -2.180 2.898 1.732
C -2.751 4.064 1.256
C -2.494 4.518 -0.037
C -1.678 3.750 -0.850
C -1.088 2.572 -0.389
P -0.212 1.430 -1.475
C -1.360 1.291 -2.910
C -2.692 0.692 -2.438
C -0.765 0.468 -4.055
C 1.288 2.297 -2.069
C 2.117 2.695 -0.847
C 1.048 3.493 -2.984
H -2.256 -5.168 2.451
H -3.424 -3.891 2.131
H -2.313 -3.748 3.493
H -1.567 -3.795 0.503
H 0.437 -3.518 2.784
H 0.749 -3.645 1.030
H 0.083 -5.015 1.907
H -2.986 -0.117 0.542
H -4.047 -2.980 0.303
H -3.116 -2.151 -0.957
H -4.692 -1.524 -0.455
H -4.116 -1.910 2.750
H -4.999 -0.637 1.903
H -3.604 -0.230 2.910
H -1.037 -2.446 4.327
H -0.594 -0.991 6.267
H -0.306 1.450 5.922
H -0.366 2.408 3.656
H -2.420 2.554 2.730
H -3.422 4.624 1.899
H -2.946 5.429 -0.409
H -1.524 4.063 -1.876
H -1.531 2.315 -3.246
H -2.533 -0.314 -2.039
H -3.378 0.617 -3.287
H -3.168 1.310 -1.673
H -0.538 -0.546 -3.720
H 0.152 0.910 -4.456
H -1.493 0.403 -4.870
H 1.822 1.525 -2.627
H 1.633 3.518 -0.310
H 3.114 3.025 -1.152
H 2.226 1.865 -0.147
H 0.615 4.330 -2.431
H 0.398 3.258 -3.829
H 2.007 3.829 -3.390
C -1.486 -3.512 -3.165
C -0.749 -3.114 -1.899
O -0.080 -3.949 -1.290
O -0.898 -1.869 -1.545
H -0.768 -3.487 -3.990
H -2.299 -2.819 -3.388
H -1.863 -4.530 -3.072
C 2.427 1.264 2.938
Si 3.291 -0.094 2.019
C 3.994 -1.299 3.253
C 4.778 0.659 1.152
C 2.115 -1.054 0.938
H 3.137 1.839 3.546
H 1.667 0.845 3.604
H 1.919 1.952 2.248
H 4.713 -0.810 3.923
H 4.506 -2.125 2.745
H 3.193 -1.728 3.867
H 5.419 1.118 1.913
H 4.511 1.444 0.438
H 5.380 -0.105 0.643
H 1.556 -1.648 1.679
H 2.641 -1.779 0.308
N 3.771 0.067 -2.142
C 3.148 -0.745 -3.008
S 1.740 -1.550 -2.586
N 3.684 -0.883 -4.249
C 4.798 -0.253 -4.856
C 5.235 1.030 -4.532
C 6.329 1.577 -5.196
C 6.984 0.873 -6.191
C 6.524 -0.394 -6.536
C 5.444 -0.952 -5.876
H 3.404 0.037 -1.205
H 4.748 0.283 -2.243
H 3.246 -1.624 -4.769
H 4.698 1.638 -3.816
H 6.654 2.578 -4.934
H 7.835 1.307 -6.702
H 7.015 -0.955 -7.322
H 5.095 -1.946 -6.142
```

Values from the calculation:
Kohn-Sham gap (spin up / spin down) (eV): 6.89 / 6.03
ΔE to the lowest compared entry with this formula, charge and spin (kcal per mole): 0.00
Spin multiplicity: 5
⟨S²⟩: 6.01

---

Computed, not measured: a structure of composition C37H59GdN6O4SbSi3, with ωB97M-V/def2-TZVPD.

```
111
Properties=species:S:1:pos:R:3
Gd 8.782 13.350 12.060
C 4.167 16.225 13.234
C 5.581 16.196 13.905
C 5.586 16.422 15.418
O 6.444 17.195 13.317
C 6.195 14.772 13.631
O 5.522 13.735 13.847
O 7.427 14.807 13.185
H 3.713 17.196 13.268
H 3.613 15.498 13.820
H 4.165 15.903 12.192
H 5.227 17.380 15.739
H 6.547 16.264 15.878
H 4.891 15.798 15.883
H 6.130 18.112 13.414
C 13.325 12.172 15.746
Sb 12.535 11.753 13.758
C 12.539 13.914 13.212
C 11.581 14.757 13.812
C 11.976 15.481 15.037
C 11.223 16.550 15.441
C 10.102 16.939 14.669
C 9.734 16.181 13.516
N 10.346 15.005 13.223
Si 14.064 14.739 12.546
C 13.553 16.443 11.905
C 15.440 14.848 13.870
C 14.796 13.983 10.949
C 10.903 9.812 13.534
C 9.619 10.449 13.696
C 8.399 9.717 13.744
C 7.273 10.242 14.321
C 7.366 11.535 14.853
C 8.518 12.272 14.667
N 9.583 11.818 13.857
Si 11.415 8.626 15.030
C 11.401 9.570 16.646
C 10.273 7.124 15.163
C 13.191 8.106 14.700
Si 11.208 9.098 11.792
C 10.437 10.175 10.396
C 10.598 7.361 11.687
C 13.037 8.994 11.461
H 13.678 13.200 15.662
H 14.156 11.484 15.900
H 12.552 11.977 16.526
H 12.926 15.172 15.546
H 11.513 17.083 16.408
H 9.608 17.904 14.995
H 8.966 16.548 12.842
H 12.791 16.425 11.117
H 14.430 17.025 11.499
H 13.115 16.954 12.779
H 14.979 14.900 14.897
H 16.124 15.743 13.877
H 15.985 13.933 13.693
H 14.879 12.918 10.908
H 15.834 14.459 10.908
H 14.362 14.356 10.003
H 8.382 8.721 13.380
H 6.380 9.623 14.365
H 6.559 12.008 15.394
H 8.626 13.226 15.112
H 11.221 10.618 16.548
H 12.258 9.364 17.299
H 10.503 9.164 17.153
H 9.658 7.190 16.087
H 10.826 6.134 15.261
H 9.587 6.989 14.346
H 13.270 7.506 13.748
H 13.503 7.480 15.542
H 13.884 8.998 14.626
H 11.152 10.460 9.566
H 10.189 11.142 10.847
H 9.553 9.742 9.943
H 9.534 7.386 11.652
H 10.798 6.750 12.568
H 10.897 6.805 10.769
H 13.267 9.404 10.427
H 13.379 7.931 11.391
H 13.707 9.534 12.183
N 10.841 13.624 10.332
C 10.783 14.735 9.428
C 11.724 15.004 8.455
C 11.609 16.067 7.565
C 10.448 16.859 7.561
C 9.462 16.622 8.525
C 8.188 17.307 8.502
C 7.153 16.749 9.227
C 7.436 15.702 10.169
N 8.593 15.146 10.232
C 9.587 15.485 9.397
H 11.546 13.701 11.044
H 10.945 12.723 9.851
H 12.647 14.427 8.373
H 12.394 16.289 6.848
H 10.305 17.571 6.779
H 8.099 18.214 7.921
H 6.186 17.202 9.247
H 6.710 15.442 10.956
C 6.595 11.029 8.442
N 5.726 11.195 9.618
C 6.081 11.694 10.766
N 5.190 11.668 11.770
O 7.281 12.086 10.990
H 6.589 9.986 8.121
H 7.532 11.445 8.702
H 6.102 11.547 7.638
H 4.777 10.843 9.588
H 4.233 11.834 11.480
H 5.423 12.222 12.587
```

Values from the calculation:
Kohn-Sham gap (spin up / spin down) (eV): 6.12 / 3.82
ΔE to the lowest compared entry with this formula, charge and spin (kcal per mole): 24.56
Charge: +1
Spin multiplicity: 8
⟨S²⟩: 16.16

---

spin multiplicity of number 3 (C37H58IrN3O2P2SSi)? 5